Here is a cluster of 11 separate species, C44H63F9O30 in total at a distorted geometry from the OMol25 dataset. Energies are from ωB97M-V with the def2-TZVPD basis set.

Each atom is followed by the atoms it is bonded to, with distances in Å.
Element x y z (Å)
1 C 0.78084 5.86549 0.91802  O12 1.472, C41 1.519, H56 1.089, H99 1.100
2 C -5.64696 -0.59885 3.90213  C10 1.506, H59 1.073, H100 1.110, H134 1.119
3 F -4.92913 -3.57874 -0.78670  C127 1.366
4 O -5.08610 -0.36892 0.40319  C46 1.330, C138 1.387
5 F 0.22704 3.99927 -4.59284  C49 1.314
6 O -2.06954 -4.02898 -5.69211  C104 1.194
7 H -1.12526 -0.28600 1.45951  C81 1.119
8 H 7.16630 1.25155 0.96608  C67 1.108
9 C -1.62543 -2.34770 3.35453  C31 1.491, H83 1.111, H140 1.102, H143 1.069
10 C -4.98336 -0.95496 2.59754  C2 1.506, H53 1.089, O93 1.455, C138 1.497
11 H -2.45020 0.38937 -4.95597  C13 1.112
12 O 0.07629 5.01453 1.89068  C1 1.472, C128 1.377
13 C -2.73016 0.84347 -3.98062  H11 1.112, O16 1.454, C88 1.501, C131 1.487
14 F -3.00424 -2.87806 -1.66519  C127 1.326
15 H -3.75893 5.32235 3.08477  C123 1.105
16 O -1.55072 1.40188 -3.33840  C13 1.454, C71 1.340
17 F -6.56455 4.15605 -0.75252  C116 1.346
18 F -0.10337 2.05392 -5.62525  C49 1.395
19 C 5.76218 3.89603 1.41846  O28 1.179, O63 1.350, O107 1.343
20 H 3.43821 0.77000 -2.56445  C144 1.058
21 C 0.78404 -3.74094 4.47710  O40 1.338, O57 1.185, O108 1.349
22 O -5.58923 2.50223 1.71691  C68 1.203
23 H -0.53058 -4.06206 1.67450  C44 1.041
24 C 2.07056 2.45254 -4.80767  C49 1.577, O78 1.355, O79 1.202
25 H -2.86761 -1.08387 -2.89690  C131 1.119
26 O 2.11913 4.07231 1.52421  C41 1.441, C128 1.345
27 H -3.17751 2.30319 2.73227  C50 1.072
28 O 5.39582 4.95165 1.04157  C19 1.179
29 H 4.46681 2.04084 4.18892  C47 1.108
30 C 4.86708 -2.60628 5.13812  H45 1.091, C70 1.526, H129 1.112, H136 1.061
31 C -1.35081 -3.78612 3.63513  C9 1.491, H35 1.113, C44 1.508, O108 1.452
32 H 1.11883 -2.86679 -3.92789  C76 1.109
33 H 4.44260 2.14919 -4.25731  C69 1.074
34 H 5.47917 0.63292 4.20126  C47 1.093
35 H -2.26599 -4.38474 3.83977  C31 1.113
36 H -0.83525 -6.42136 0.65259  C98 1.104
37 C 0.34128 -6.27403 -1.17364  C98 1.505, H112 1.119, H120 1.121, H124 1.081
38 O 4.73820 -2.44665 1.52739  C96 1.410, C109 1.364
39 O -0.98091 3.24233 -2.22156  C71 1.182
40 O 0.91360 -3.97679 3.16615  C21 1.338, C44 1.482
41 C 2.06640 5.14122 0.55921  C1 1.519, O26 1.441, H73 1.059, C117 1.539
42 H 3.73657 -3.93464 2.43906  C96 1.060
43 H 4.55314 3.51792 -3.13200  C69 1.102
44 C -0.40301 -4.41516 2.64497  H23 1.041, C31 1.508, O40 1.482, H119 1.108
45 H 4.33840 -1.65203 5.16869  C30 1.091
46 C -4.12267 0.36166 0.95629  O4 1.330, O93 1.372, O125 1.195
47 C 5.02596 1.35741 3.52033  H29 1.108, H34 1.093, C110 1.537, H126 1.072
48 H 0.01229 1.82237 0.80420  C132 1.120
49 C 0.77058 3.11847 -5.40172  F5 1.314, F18 1.395, C24 1.577, F74 1.334
50 C -2.86815 3.26243 3.09616  H27 1.072, H54 1.103, H77 1.072, C123 1.569
51 C -1.19924 -0.24235 -0.74001  C81 1.496, H106 1.058, O113 1.475, H122 1.060
52 O 6.15883 -1.96231 3.14671  C70 1.446, C109 1.363
53 H -4.42266 -1.87356 2.76108  C10 1.089
54 H -2.01842 3.59581 2.47706  C50 1.103
55 C 2.14598 -2.21304 -5.70319  H61 1.124, C76 1.509, H95 1.072, H145 1.077
56 H 1.05534 6.76532 1.46665  C1 1.089
57 O 1.68786 -3.40135 5.16447  C21 1.185
58 O 0.08449 -3.55498 -5.52082  C76 1.480, C104 1.311
59 H -5.98371 0.42010 3.91416  C2 1.073
60 C -0.13424 -1.29377 -4.88234  C76 1.537, H86 1.074, O133 1.443, H141 1.119
61 H 1.93231 -1.83675 -6.74055  C55 1.124
62 O -4.39507 4.41935 1.45909  C68 1.349, C123 1.463
63 O 6.04671 2.88327 0.57223  C19 1.350, C67 1.405
64 O 0.59008 3.02506 2.86639  C128 1.233
65 H 5.38264 1.05203 1.02456  C67 1.072
66 C 0.41869 -1.85760 -0.75697  O75 1.219, O113 1.311, O130 1.317
67 C 6.20263 1.68816 1.29425  H8 1.108, O63 1.405, H65 1.072, C110 1.533
68 C -5.18812 3.41241 1.03993  O22 1.203, O62 1.349, C116 1.532
69 C 3.98743 2.61129 -3.40110  H33 1.074, H43 1.102, O78 1.443, C144 1.536
70 C 5.29164 -2.96857 3.71797  C30 1.526, O52 1.446, C96 1.562, H135 1.086
71 C -1.73421 2.66321 -2.92417  O16 1.340, O39 1.182, O87 1.368
72 H 3.32071 -2.28858 2.98444  C96 1.102
73 H 2.88537 5.79872 0.69768  C41 1.059
74 F 0.94247 3.69934 -6.59008  C49 1.334
75 O 1.12360 -2.75880 -1.17700  C66 1.219
76 C 0.87391 -2.45292 -4.92690  H32 1.109, C55 1.509, O58 1.480, C60 1.537
77 H -2.54995 3.22304 4.11958  C50 1.072
78 O 2.78164 3.20181 -3.93108  C24 1.355, C69 1.443
79 O 2.36967 1.34104 -5.15231  C24 1.202
80 H 3.07857 2.18144 -1.50500  C144 1.079
81 C -0.46069 -0.24324 0.56055  H7 1.119, C51 1.496, O130 1.499, C132 1.502
82 H 1.14568 0.86469 -0.30134  C132 1.123
83 H -2.07723 -2.34892 2.33991  C9 1.111
84 H 7.06561 2.01614 3.26534  C110 1.055
85 O 6.50405 -1.06361 1.09759  C109 1.189
86 H 0.09691 -0.62509 -5.69062  C60 1.074
87 O -2.86837 3.15582 -3.50822  C71 1.368, C88 1.456
88 C -3.55238 2.07830 -4.20817  C13 1.501, O87 1.456, H89 1.075, H139 1.074
89 H -4.55455 2.00004 -3.82658  C88 1.075
90 F -5.62439 2.26283 -0.91818  C116 1.320
91 H -4.32712 -0.43002 -3.73294  C131 1.096
92 H -1.79599 -7.02802 -0.73388  C98 1.135
93 O -3.97896 0.05078 2.28514  C10 1.455, C46 1.372
94 H 2.23159 5.36131 -1.63575  C117 1.085
95 H 2.78160 -3.06828 -5.81719  C55 1.072
96 C 4.12472 -2.97795 2.68003  O38 1.410, H42 1.060, C70 1.562, H72 1.102
97 O -3.70905 -5.87360 -0.09290  C102 1.210
98 C -0.97048 -6.30722 -0.43679  H36 1.104, C37 1.505, H92 1.135, O121 1.493
99 H 0.04160 6.02690 0.12003  C1 1.100
100 H -6.43128 -1.33587 4.17526  C2 1.110
101 F -3.34692 -2.90001 0.46813  C127 1.369
102 C -2.97929 -4.98663 -0.47259  O97 1.210, O121 1.324, C127 1.534
103 H 1.20008 0.76616 1.53713  C132 1.095
104 C -1.19100 -3.26872 -5.41778  O6 1.194, O58 1.311, O133 1.352
105 H 4.68559 1.53440 -1.61449  C144 1.094
106 H -2.15597 -0.69224 -0.78632  C51 1.058
107 O 5.84402 3.50679 2.70169  C19 1.343, C110 1.435
108 O -0.51178 -3.90312 4.81434  C21 1.349, C31 1.452
109 C 5.85636 -1.73000 1.83850  O38 1.364, O52 1.363, O85 1.189
110 C 6.13910 2.10452 2.76865  C47 1.537, C67 1.533, H84 1.055, O107 1.435
111 H -3.70304 0.31919 -2.19484  C131 1.092
112 H 0.23740 -6.52996 -2.25765  C37 1.119
113 O -0.17781 -0.97067 -1.51603  C51 1.475, C66 1.311
114 F -4.42155 4.09006 -1.05120  C116 1.309
115 H 2.88341 3.87006 -1.11558  C117 1.126
116 C -5.42936 3.48935 -0.47130  F17 1.346, C68 1.532, F90 1.320, F114 1.309
117 C 2.05931 4.60108 -0.88139  C41 1.539, H94 1.085, H115 1.126, H142 1.119
118 H -6.81105 -0.64354 1.50568  C138 1.092
119 H -0.48068 -5.51989 2.67235  C44 1.108
120 H 1.07660 -6.95776 -0.67502  C37 1.121
121 O -1.66459 -4.99859 -0.62608  C98 1.493, C102 1.324
122 H -1.24936 0.74525 -1.12228  C51 1.060
123 C -4.04475 4.27583 2.87211  H15 1.105, C50 1.569, O62 1.463, H137 1.073
124 H 0.67038 -5.24452 -1.19412  C37 1.081
125 O -3.47944 1.18499 0.37697  C46 1.195
126 H 4.37966 0.90959 2.79192  C47 1.072
127 C -3.56605 -3.58708 -0.69561  F3 1.366, F14 1.326, F101 1.369, C102 1.534
128 C 0.93249 3.96804 2.14877  O12 1.377, O26 1.345, O64 1.233
129 H 5.61105 -2.70295 5.95929  C30 1.112
130 O 0.19032 -1.59298 0.51325  C66 1.317, C81 1.499
131 C -3.44454 -0.15662 -3.14277  C13 1.487, H25 1.119, H91 1.096, H111 1.092
132 C 0.55817 0.85568 0.65512  H48 1.120, C81 1.502, H82 1.123, H103 1.095
133 O -1.39139 -1.97370 -5.08343  C60 1.443, C104 1.352
134 H -4.81689 -0.58931 4.65261  C2 1.119
135 H 5.76635 -3.94553 3.71493  C70 1.086
136 H 4.14057 -3.26802 5.53789  C30 1.061
137 H -4.89584 4.01548 3.47097  C123 1.073
138 C -5.81427 -1.06327 1.35760  O4 1.387, C10 1.497, H118 1.092, H146 1.113
139 H -3.64067 2.23989 -5.26667  C88 1.074
140 H -0.70085 -1.77312 3.18143  C9 1.102
141 H -0.07030 -0.70786 -3.93085  C60 1.119
142 H 1.14981 3.99996 -1.13370  C117 1.119
143 H -2.27240 -1.86382 4.05506  C9 1.069
144 C 3.76653 1.70098 -2.18332  H20 1.058, C69 1.536, H80 1.079, H105 1.094
145 H 2.71120 -1.47979 -5.15354  C55 1.077
146 H -6.04649 -2.11833 1.08914  C138 1.113

## Properties
E_HOMO in eV: -10.61
Gap between HOMO and LUMO in eV: 10.868
E_LUMO in eV: 0.26
F_max in Eh/bohr: 0.06004